Entry from the OMol25 dataset: a structure of composition C3H5O3Rb (wB97M-V/def2-TZVPD).

Geometry (Å):
H (0.67320, -0.62993, -2.40513)
C (-0.23640, -1.15369, -2.07629)
C (-1.43144, -0.26700, -2.05568)
O (-1.32467, 0.94793, -1.42096)
C (-0.43382, 1.10012, -0.46137)
O (-0.65477, 2.25893, 0.09235)
H (-0.44355, -2.01931, -2.71593)
H (-0.99153, -1.94502, -0.47704)
H (-2.20585, -0.27111, -2.81795)
H (-0.96849, 2.17766, 1.00108)
Rb (1.49804, -0.59880, 1.34542)
O (-0.05870, -1.60015, -0.71765)

The calculation puts the energy above the lowest of the compared OMol25 structures with the same formula, charge and spin at 31.2 kcal/mol. The expectation value of S² is 0.755. The LUMO energy (spin up / spin down) is -3.65 / -4.12 eV. As for the spin multiplicity: 2. As for the total energy: -366.76632 Ha. The gap between HOMO and LUMO (spin up / spin down) is 0.312 / 0.316 Ha. The total charge is +1.

Entry from the OMol25 dataset: a structure of composition C3H5O3Rh (wB97M-V/def2-TZVPD).

Geometry (Å):
H (0.97381, -0.82454, -1.61933)
C (1.15395, -0.40238, -0.61673)
C (0.31079, -1.08627, 0.43441)
O (-1.09597, -0.77322, 0.15790)
C (-1.41697, 0.48150, -0.04801)
O (-2.17762, 0.91717, -0.89658)
Rh (1.17725, 1.84188, -0.49223)
O (-0.69095, 1.39310, 0.67749)
H (2.19653, -0.70792, -0.41096)
H (0.52963, -0.76160, 1.46141)
H (0.31477, -2.18452, 0.38610)
H (-1.27521, 2.10679, 0.96653)

The calculation puts the energy above the lowest of the compared OMol25 structures with the same formula, charge and spin at 5.2 kcal/mol. The expectation value of S² is 8.755. The LUMO energy (spin up / spin down) is -4.00 / -8.89 eV. As for the spin multiplicity: 6. As for the total energy: -453.02316 Ha. The gap between HOMO and LUMO (spin up / spin down) is 0.304 / 0.251 Ha. The total charge is +1.

Entry from the OMol25 dataset: a cluster of 2 separate species, C3H5O3S in total (wB97M-V/def2-TZVPD).

Geometry (Å):
C (-3.39406, 0.04228, -0.41816)
C (-0.13786, -0.48604, 1.30195)
C (0.25206, 0.79557, 0.52890)
O (-4.22828, 0.15120, 0.44219)
O (-3.00557, -0.30801, -1.48016)
O (0.72082, 0.44283, -0.72806)
S (-1.44439, 1.61843, 0.24759)
H (-0.56385, -1.34077, 0.61375)
H (0.67327, -0.87288, 1.83165)
H (-0.96778, -0.20259, 2.03204)
H (0.13941, -0.29400, -0.97640)
H (-1.56792, 1.62615, 1.58138)

The calculation puts the energy above the lowest of the compared OMol25 structures with the same formula, charge and spin at 53.3 kcal/mol. The LUMO energy is 3.67 eV. As for the total energy: -741.18925 Ha. The gap between HOMO and LUMO is 0.213 Ha. The total charge is -1.

Entry from the OMol25 dataset: a structure of composition C3H5O3Sm (wB97M-V/def2-TZVPD).

Geometry (Å):
O (0.50760, 0.02682, 0.05540)
C (-0.81099, -0.41848, 0.71868)
C (1.49222, 0.35821, 1.03272)
O (-1.52513, -1.27123, 0.25756)
O (-0.48239, -0.46355, 1.99573)
C (0.71552, 0.24257, 2.34605)
H (1.92898, 1.35840, 0.92633)
H (2.30120, -0.37403, 0.91927)
H (0.43724, 1.21228, 2.77381)
H (1.25107, -0.35465, 3.09163)
H (-1.53836, 0.77026, -0.99835)
Sm (0.02434, 0.72663, -2.50244)

The calculation puts the energy above the lowest of the compared OMol25 structures with the same formula, charge and spin at 79.0 kcal/mol. The expectation value of S² is 15.759. The LUMO energy (spin up / spin down) is 0.25 / 0.04 eV. As for the spin multiplicity: 8. As for the total energy: -1000.79518 Ha. The gap between HOMO and LUMO (spin up / spin down) is 0.186 / 0.278 Ha. The total charge is 0.